A cluster of 10 separate species, C14H48N8O10 in total in a non-equilibrium geometry, computed with wB97M-V/def2-TZVPD.

CARTESIAN COORDINATES (ANGSTROEM)
C 18.710 26.930 1.094
H 18.953 24.894 -2.865
N 19.482 25.016 -2.023
H 17.852 24.970 1.121
H 19.554 26.905 0.374
N 21.593 22.144 -1.993
H 19.865 24.705 2.846
H 24.451 20.018 -1.860
H 16.252 21.891 -0.249
H 23.503 24.958 -6.435
H 24.210 23.520 -1.523
H 17.985 27.958 -4.445
C 17.069 27.711 -3.838
H 18.878 25.419 -1.330
H 21.247 22.274 -0.042
O 21.006 22.247 0.899
C 15.722 23.212 -1.819
H 17.453 23.242 -0.391
H 20.239 22.126 -5.381
H 17.087 25.974 -4.636
C 20.759 25.179 -1.916
C 22.260 20.684 -5.862
O 16.282 24.401 -2.455
C 16.389 22.983 -0.485
H 23.179 23.124 -0.192
H 19.814 23.855 0.562
H 15.821 23.506 0.242
H 25.809 21.466 -0.721
H 14.643 23.305 -1.612
H 22.379 24.770 -3.014
N 19.541 22.226 -2.258
C 24.726 21.500 -0.650
H 21.263 20.098 -4.164
C 17.589 25.958 0.812
H 16.010 24.199 -3.391
C 19.145 23.823 -5.304
H 16.923 25.189 -0.970
H 20.964 24.168 -3.740
O 16.407 26.640 -4.548
C 22.798 24.674 -5.653
H 16.694 26.250 1.404
H 19.172 26.817 2.120
O 20.488 20.093 -2.119
O 24.062 20.878 -1.682
H 22.192 19.475 -7.533
H 21.046 23.704 3.375
H 19.499 23.066 2.849
H 18.626 21.820 -2.365
H 22.627 25.557 -5.059
H 24.515 20.955 0.243
H 21.497 24.227 0.998
O 23.354 23.657 -4.815
H 21.603 23.137 -2.261
N 18.989 23.643 -6.644
H 19.636 23.093 -7.222
C 20.250 23.735 2.627
H 19.600 23.233 -2.030
C 24.207 22.992 -0.575
N 21.796 20.823 -4.684
H 24.974 23.545 0.052
H 18.283 27.916 1.103
N 21.874 19.609 -6.507
C 20.515 21.445 -2.040
C 20.653 23.593 1.235
N 21.402 24.625 -2.948
H 21.152 18.995 -6.179
H 23.432 22.895 -5.378
H 15.875 22.336 -2.419
H 18.425 24.365 -7.217
H 17.505 27.353 -2.891
O 18.690 24.860 -4.583
H 16.510 28.594 -3.747
H 19.817 22.697 -3.761
H 22.057 21.608 -4.121
H 21.881 24.362 -6.068
O 17.364 25.977 -0.578
O 23.086 21.527 -6.465
O 21.438 25.711 -0.871
H 22.501 21.641 -1.763
N 19.912 22.938 -4.781

Atomic forces in eV per Å
1.081 0.225 1.085
0.369 0.014 -1.361
-3.160 0.292 2.005
0.273 -0.884 0.344
-0.597 -0.253 0.289
5.631 -0.611 1.480
-0.582 0.972 -0.367
-0.190 -0.103 -0.047
0.352 0.973 -0.013
-0.058 -0.093 -0.188
0.284 -0.351 -0.491
-0.700 0.196 0.429
2.808 -1.968 -1.210
-0.149 0.459 0.744
0.009 -0.152 0.572
0.029 -0.143 0.163
0.448 0.691 0.742
-0.281 -0.158 -0.321
-0.623 1.560 1.268
0.447 -0.440 -0.184
4.764 2.886 4.146
4.446 2.987 -4.522
-1.405 -2.247 -1.433
-0.090 -1.701 0.158
0.782 -0.293 0.289
0.203 0.344 0.277
-0.179 0.633 1.029
0.284 0.237 -0.577
0.252 0.188 -0.454
0.883 0.161 -0.121
-6.243 2.191 -0.225
-0.233 2.284 0.913
0.597 0.650 -0.361
-0.119 0.234 0.441
0.704 1.395 1.050
-2.122 5.096 0.313
0.128 1.000 0.675
0.055 0.694 0.084
-0.576 1.110 0.617
1.614 0.093 0.616
0.258 -0.121 -0.479
-0.636 -0.183 -1.001
-0.299 5.334 0.412
-0.277 -0.880 -1.722
-0.720 0.503 2.790
0.264 -0.718 -0.285
-1.608 -1.720 0.783
-0.196 0.026 0.235
-0.096 0.292 0.255
-0.362 -0.039 1.143
0.027 0.435 -0.125
-0.435 1.489 0.698
0.221 -0.495 0.399
-2.006 2.452 -2.404
-0.462 0.340 0.872
1.223 1.106 1.337
-0.517 -0.575 0.423
1.431 -0.226 1.124
-1.852 -0.153 4.206
-1.239 -0.464 -0.396
-0.024 0.670 -0.223
0.144 -2.465 -4.431
2.150 -8.617 -0.759
0.365 -0.204 -1.868
1.291 0.244 -0.848
-0.003 -0.035 0.147
0.226 -1.312 -0.839
0.091 -0.338 -0.769
1.467 -1.596 1.684
-0.688 0.257 0.052
0.803 -3.990 -3.326
-1.214 0.785 0.191
-0.043 0.105 -1.133
0.450 0.288 0.146
-1.199 -0.373 -0.718
-0.531 -0.039 -0.696
-2.685 -2.289 2.078
-3.231 -2.337 -4.794
-1.379 0.646 -0.719
2.160 -3.969 0.708

SMILES ... NC(N)=O.NC(N)=O.NC(N)=O.NC(N)=O.CCO.CCO.CCO.CCO.CO.CO
HOMO-LUMO gap ... 0.3463 hartree
Energy relative to the best compared isomer or geometry (same formula, charge and spin) ... 316.2 kJ/mol
Maximum force ... 0.1733 hartree/bohr
E_tot ... -47691.0076 eV

---

A structure of composition C14H50NO11 in a non-equilibrium geometry, computed with wB97M-V/def2-TZVPD.

CARTESIAN COORDINATES (ANGSTROEM)
H -21.229 -4.776 -9.221
O -20.977 -3.418 -5.524
H -25.725 -3.930 -4.650
C -26.444 -4.814 -2.416
H -27.485 -4.492 -4.252
H -25.229 -3.995 -6.415
O -21.324 -4.253 -3.689
H -21.020 -6.218 -6.350
H -24.767 -0.063 -6.371
H -24.645 1.492 -4.777
H -24.773 -6.794 -4.022
H -30.207 0.050 -3.939
H -23.493 -3.684 -8.306
H -27.440 -0.512 -3.907
H -25.632 -8.078 -6.821
H -22.620 -2.348 -7.204
H -20.246 -3.740 -6.051
H -26.167 -5.107 -6.535
H -24.693 -5.982 -4.977
H -20.671 -3.857 -3.111
H -26.648 1.599 -5.887
O -25.047 -4.447 -2.788
C -27.711 0.327 -4.548
C -22.222 -5.215 -9.319
O -22.001 -6.605 -9.209
C -23.238 -4.743 -8.260
H -22.880 -4.828 -7.234
H -22.825 -0.370 -4.901
N -25.516 1.338 -4.290
H -22.597 -4.935 -10.304
C -27.505 -4.047 -3.258
O -28.807 0.097 -5.447
H -22.299 -5.768 -5.677
C -29.858 -0.545 -4.783
H -24.825 -7.631 -2.762
C -25.492 -7.040 -7.124
H -22.841 -3.856 -5.584
H -30.760 -0.639 -5.389
H -25.856 2.285 -4.202
H -23.852 -1.135 -6.960
H -26.354 -0.870 -6.699
H -24.164 -5.297 -8.409
C -24.945 -3.753 -5.391
H -21.394 -1.447 -5.253
H -27.945 1.020 -3.739
H -21.593 -3.058 -6.162
C -23.575 -4.355 -4.951
C -22.479 -1.339 -5.259
H -24.453 -6.710 -7.087
H -25.453 -1.208 -5.242
C -26.414 0.745 -5.251
H -22.565 -0.176 -8.207
C -26.207 -6.109 -6.109
O -23.456 -5.768 -4.928
H -26.550 -5.884 -2.598
C -22.802 -1.362 -6.775
H -26.030 -6.738 -8.022
H -29.430 -1.501 -4.482
H -24.141 -4.660 -2.329
O -24.351 -6.906 -3.170
H -23.182 -2.020 -4.779
O -23.235 -4.873 -2.107
C -25.707 -0.417 -5.947
H -22.975 -4.194 -1.484
O -21.382 -5.976 -5.498
H -21.253 -3.758 -4.505
H -28.532 -4.120 -2.899
O -22.007 -0.443 -7.473
H -24.960 -4.456 -3.744
H -26.509 -4.667 -1.338
H -21.729 -7.045 -10.018
H -27.268 -6.312 -5.966
H -23.357 -4.011 -3.940
O -25.582 -6.337 -4.907
H -24.758 -2.683 -5.488
H -27.233 -3.001 -3.119

Atomic forces in eV per Å
-0.046 0.686 0.214
3.208 3.724 -8.321
-0.445 0.607 -1.600
0.687 -0.357 -0.605
-0.011 0.702 -0.147
0.244 0.073 0.452
0.404 -1.448 5.628
0.415 -0.415 -0.441
-0.602 0.302 -0.019
0.484 -0.268 0.090
0.546 -1.832 1.683
0.227 -0.050 0.527
0.115 0.086 -0.743
-0.234 -1.000 -0.416
0.128 0.041 -0.311
-0.119 -0.222 -0.008
0.250 -0.724 0.208
-0.257 -0.480 0.362
4.126 1.168 -1.076
0.051 -0.024 0.521
-0.484 -0.575 -1.136
-12.657 2.779 -2.440
0.392 -0.156 0.244
0.101 0.516 0.069
-0.561 -0.880 0.589
0.427 -0.071 -0.290
-0.029 -0.690 -0.242
0.427 0.358 0.070
0.424 0.399 0.857
-0.096 -0.092 -0.236
0.789 -0.403 1.266
1.141 0.836 0.062
-1.461 -0.644 0.639
0.123 -0.080 0.336
-0.176 -0.327 0.245
-1.574 1.273 0.554
-0.746 -0.621 0.010
0.432 -0.226 -0.555
-0.019 0.292 0.690
0.459 -0.596 -0.071
0.143 0.065 -0.208
0.159 0.026 0.174
1.286 1.226 -0.899
-0.540 0.058 1.194
-0.482 0.885 -0.330
0.127 0.039 -0.341
-0.333 -0.736 -0.030
-1.299 1.643 -1.851
-0.084 -0.546 -0.259
-0.202 0.455 0.207
-0.830 -0.100 -0.571
0.399 0.257 -0.252
-0.152 -2.169 -1.002
-1.089 4.044 -1.523
0.156 0.010 -0.015
-0.369 -0.591 0.928
0.513 -0.763 -0.887
-0.761 -0.366 0.410
2.116 -1.296 2.196
0.990 -2.078 3.075
1.175 -0.435 0.388
7.091 -1.317 3.850
-0.791 0.747 0.240
0.557 0.249 0.129
4.566 -1.090 -1.664
-0.429 -1.100 2.512
0.039 -0.406 0.378
0.243 0.852 -0.454
0.126 -0.663 0.656
-0.014 0.369 -0.099
-0.041 0.491 -0.139
-0.318 -0.417 -0.309
0.377 0.368 -0.210
-8.211 0.625 -1.557
-0.142 -0.222 0.529
-0.059 0.228 -0.924

HOMO-LUMO gap ... 0.2317 hartree
Maximum force ... 0.2564 hartree/bohr
E_tot ... -39327.4303 eV
Total charge ... -1